DFT (ωB97M-V with the def2-TZVPD basis set) results for one molecule with the formula C7H8BrNO3 in a non-equilibrium geometry.

XYZ file:
```
20
Properties=species:S:1:pos:R:3:forces:R:3
C 1.105 0.316 -2.318 2.3 1.6 -1.9
O 0.055 -0.449 -1.843 0.6 -0.2 -0.3
C -0.217 -0.328 -0.568 -0.1 -0.2 1.5
C 0.304 0.441 0.402 2.8 -0.9 -3.8
C -0.344 0.682 1.591 -3.6 -0.7 4.1
C -1.148 -0.541 2.276 -0.1 1.6 -1.7
C -2.461 -0.648 1.971 1.4 -0.8 1.8
C -3.118 0.245 1.073 -0.6 -0.9 0.8
Br -4.906 -0.018 0.742 -0.8 -0.2 -0.4
N -2.653 1.414 0.798 0.4 0.2 0.3
O -3.273 2.316 0.281 -0.1 1.1 -0.8
O -1.395 1.747 1.211 0.8 0.5 1.2
H 0.973 1.444 -2.112 0.0 -1.7 -0.2
H 1.092 0.148 -3.447 0.2 0.4 1.5
H 2.172 0.017 -1.944 -2.0 0.3 -0.3
H -0.982 -1.025 -0.335 -0.9 -0.3 0.4
H 1.183 1.056 0.280 0.1 0.1 -0.7
H 0.292 1.259 2.320 -0.9 -0.7 -0.6
H -0.646 -1.338 2.813 0.1 0.5 0.3
H -3.065 -1.353 2.595 0.4 0.4 -1.2
```
Forces are in eV/Å.

Values from the calculation:
HOMO level (spin up / spin down), eV: -8.3 / -8.3
Relative energy (zero: lowest compared OMol25 entry of this formula, charge and spin), kJ/mol: 300.1
Kohn-Sham gap (spin up / spin down), eV: 8.5 / 8.5
SMILES: CO/C=C/[C@@H]1C=CC(Br)=[N+]([O-])O1
LUMO energy (spin up / spin down), eV: 0.28 / 0.29

Atomic partial charges in e from the Mulliken method, atoms 1 to 8: atom 1 (C): -0.7478, atom 2 (O): -0.3292, atom 3 (C): -0.1177, atom 4 (C): -0.3719, atom 5 (C): 0.0135, atom 6 (C): -0.6692, atom 7 (C): -0.2326, atom 8 (C): 0.1103